A structure of composition C5H11ClNPdSYb. Source: the Open Molecules 2025 dataset; level of theory: ωB97M-V/def2-TZVPD.

## Properties
- E_LUMO (alpha / beta) (eV) = -0.71 / -2.64
- DFT total energy (Eh) = -2396.55947
- HOMO level (alpha / beta) (eV) = -8.27 / -8.78
- max |F| (hartree/bohr) = 0.077
- gap between HOMO and LUMO (alpha / beta) (eV) = 7.56 / 6.14

Structure (ORCA input):
```
! RIJCOSX wB97M-V def2-TZVPD def2/J DEFGRID3
* xyz 0 6
Yb 1.10 -0.09 1.20
Cl -0.11 -1.95 -0.16
C 2.95 -0.36 -0.16
H 3.68 0.02 0.58
H 2.85 0.25 -1.07
H 3.01 -1.45 -0.34
Pd -1.43 0.11 -0.71
C -3.10 -0.02 0.45
C -1.69 0.18 -2.73
C -0.10 1.51 -0.08
H -1.21 1.12 -3.04
H -1.25 -0.70 -3.21
H -2.79 0.22 -2.83
H -3.06 0.86 1.12
H -3.92 0.05 -0.28
H -3.12 -0.96 1.02
H 0.67 1.98 -0.74
H -0.51 1.99 0.86
S 2.15 -2.02 2.52
C 2.72 -0.79 3.45
N 3.15 0.05 4.17
*
```